[1]
Molecular formula: C6H13NO
Method: DFT, ωB97M-V/def2-TZVPD

Cartesian coordinates (Å):
1 C -1.09 -1.96 1.12
2 C -1.45 -1.12 0.16
3 N -0.74 -1.03 -1.03
4 C -0.81 0.21 -1.91
5 C 0.92 2.44 0.98
6 C 0.49 1.33 -0.01
7 C -0.42 1.35 -0.99
8 H -0.30 -2.64 1.13
9 H -1.62 -2.04 1.97
10 H -2.28 -0.36 0.29
11 H -0.51 -1.89 -1.40
12 H -0.15 0.11 -2.75
13 H -1.81 0.22 -2.36
14 H 1.28 1.86 1.80
15 H 1.80 3.01 0.49
16 H 0.09 2.99 1.42
17 H 1.05 0.41 0.17
18 H -0.94 2.23 -1.27
19 H 1.39 -1.70 0.87
20 H 2.77 -1.41 0.38
21 O 2.33 -2.02 0.97

Properties
Total charge: -1
Highest occupied orbital energy (alpha / beta): 1.3 / -4.7 eV
Energy: -366.2702 Eh
Energy relative to the best compared isomer or geometry (same formula, charge and spin): 2.809 eV
Multiplicity: 2
HOMO-LUMO gap (alpha / beta): 2.756 / 8.542 eV

natural (NBO) atomic charge list, values in e, 8 entries: -0.5683 0.0193 -0.6873 -0.4292 -0.6972 -0.3186 -0.2930 0.1912

[2]
Molecular formula: C6H13NO
Method: DFT, ωB97M-V/def2-TZVPD

Cartesian coordinates (Å):
1 C 0.21 1.32 1.06
2 C 0.19 2.83 0.98
3 C -0.02 0.66 -0.28
4 N -0.62 -0.68 -0.19
5 C 0.27 -1.67 -0.81
6 C 1.42 -2.02 0.14
7 C -1.92 -0.70 -0.83
8 O 0.58 1.04 -1.33
9 H 1.23 1.00 1.44
10 H -0.49 0.90 1.77
11 H -0.82 3.19 0.75
12 H 0.84 3.16 0.17
13 H 0.53 3.30 1.90
14 H -0.32 -2.56 -1.09
15 H 0.67 -1.31 -1.76
16 H 1.02 -2.16 1.14
17 H 2.15 -1.21 0.08
18 H 1.86 -2.97 -0.15
19 H -2.63 -0.07 -0.30
20 H -2.27 -1.75 -0.86
21 H -1.88 -0.31 -1.86

Properties
Total charge: -1
Highest occupied orbital energy (alpha / beta): 0.3 / -3.8 eV
Energy: -366.3607 Eh
Energy relative to the best compared isomer or geometry (same formula, charge and spin): 0.345 eV
Multiplicity: 2
HOMO-LUMO gap (alpha / beta): 3.959 / 7.886 eV

natural (NBO) atomic charge list, values in e, 8 entries: -0.5159 -0.6256 0.3701 -0.5288 -0.2199 -0.6252 -0.4074 -0.7920

[3]
Molecular formula: C6H13NO
Method: DFT, ωB97M-V/def2-TZVPD

Cartesian coordinates (Å):
1 C 0.11 3.55 0.72
2 C 0.99 2.43 0.29
3 C 0.64 1.16 0.50
4 N 1.35 0.04 0.11
5 C 0.61 -1.15 -0.22
6 C 0.41 -0.46 -2.62
7 C 0.14 -1.31 -1.64
8 H 0.02 3.67 1.81
9 H 0.34 4.56 0.38
10 H -0.93 3.50 0.41
11 H 1.93 2.66 -0.18
12 H -0.25 0.94 1.09
13 H 2.08 0.26 -0.54
14 H -0.22 -1.29 0.47
15 H 1.26 -2.01 -0.04
16 H 0.90 0.50 -2.43
17 H 0.10 -0.51 -3.66
18 H -0.40 -2.21 -1.89
19 H -3.31 -5.43 2.82
20 H -2.55 -4.14 2.49
21 O -3.20 -4.76 2.13

Properties
Total charge: 0
Highest occupied orbital energy: -7.8 eV
Energy: -366.3432 Eh
Energy relative to the best compared isomer or geometry (same formula, charge and spin): 2.468 eV
HOMO-LUMO gap: 8.447 eV

natural (NBO) atomic charge list, values in e, 8 entries: -0.6441 -0.3084 0.0213 -0.6040 -0.2481 -0.4112 -0.1916 0.2066

[4]
Molecular formula: C6H13NO
Method: DFT, ωB97M-V/def2-TZVPD

Cartesian coordinates (Å):
1 C -1.53 -0.98 -0.24
2 C 0.45 0.66 0.29
3 C 0.12 -0.71 0.65
4 C -2.55 0.13 -0.38
5 N 0.67 0.98 -1.04
6 C 2.05 0.36 1.29
7 C 3.20 0.73 0.75
8 O -1.10 -1.39 -1.55
9 H -1.56 -2.21 -1.81
10 H -1.96 -1.84 0.29
11 H -0.04 1.43 0.87
12 H 0.55 0.20 -1.68
13 H 0.20 1.81 -1.36
14 H 0.68 -1.50 0.15
15 H -0.14 -0.85 1.69
16 H 2.05 -0.02 2.31
17 H -3.47 -0.23 -0.87
18 H -2.19 0.94 -1.02
19 H -2.82 0.54 0.60
20 H 4.14 0.78 1.31
21 H 3.24 1.16 -0.25

Properties
Total charge: 0
Highest occupied orbital energy: -7.7 eV
Energy: -366.2744 Eh
Energy relative to the best compared isomer or geometry (same formula, charge and spin): 4.340 eV
HOMO-LUMO gap: 8.550 eV

natural (NBO) atomic charge list, values in e, 8 entries: 0.0799 -0.0023 -0.3912 -0.6560 -0.8427 -0.2396 -0.4438 -0.7711

[5]
Molecular formula: C6H13NO
Method: DFT, ωB97M-V/def2-TZVPD

Cartesian coordinates (Å):
1 C -1.71 -2.75 -0.44
2 O -2.76 -2.74 0.52
3 C -0.48 -1.94 -0.07
4 C -0.86 -0.42 -0.08
5 C 0.23 0.51 -0.48
6 C 0.71 1.52 0.24
7 N 1.50 2.57 -0.31
8 C 2.45 2.99 0.72
9 H -1.43 -3.83 -0.51
10 H -2.04 -2.45 -1.45
11 H -3.65 -2.88 0.20
12 H -0.14 -2.13 0.91
13 H 0.32 -1.96 -0.84
14 H -1.76 -0.33 -0.73
15 H -1.33 -0.23 0.90
16 H 0.39 0.33 -1.53
17 H 0.39 1.92 1.25
18 H 1.88 2.34 -1.22
19 H 3.30 2.27 0.86
20 H 2.11 3.27 1.71
21 H 2.89 3.94 0.35

Properties
Total charge: 0
Highest occupied orbital energy: -8.0 eV
Energy: -366.3340 Eh
Energy relative to the best compared isomer or geometry (same formula, charge and spin): 2.718 eV
HOMO-LUMO gap: 9.043 eV

natural (NBO) atomic charge list, values in e, 8 entries: -0.0540 -0.7482 -0.4182 -0.4167 -0.2946 0.0007 -0.6138 -0.4288

[6]
Molecular formula: C6H13NO
Method: DFT, ωB97M-V/def2-TZVPD

Cartesian coordinates (Å):
1 C -0.20 -0.76 -0.12
2 C -1.32 0.12 0.17
3 C -1.46 -1.54 1.41
4 C 0.04 -1.44 1.22
5 C 1.40 1.47 0.37
6 C 0.49 1.28 -1.88
7 N 0.63 0.69 -0.57
8 O -0.29 -1.56 -1.24
9 H 0.59 -1.96 -1.35
10 H -2.08 0.28 -0.59
11 H -1.31 0.82 0.99
12 H 0.51 -0.79 1.96
13 H -1.95 -2.39 0.95
14 H -1.87 -1.24 2.37
15 H 0.60 -2.37 1.13
16 H 1.47 1.41 -2.36
17 H 1.50 0.97 1.34
18 H 2.42 1.63 0.01
19 H 0.95 2.45 0.57
20 H 0.01 2.27 -1.84
21 H -0.11 0.64 -2.53

Properties
Total charge: 0
Highest occupied orbital energy: -6.8 eV
Energy: -366.2311 Eh
Energy relative to the best compared isomer or geometry (same formula, charge and spin): 5.518 eV
HOMO-LUMO gap: 7.632 eV

natural (NBO) atomic charge list, values in e, 8 entries: 0.4406 -0.3114 -0.4580 -0.4889 -0.4098 -0.4130 -0.5314 -0.6895

[7]
Molecular formula: C6H13NO
Method: DFT, ωB97M-V/def2-TZVPD

Cartesian coordinates (Å):
1 C 0.87 -0.37 -0.03
2 C 1.36 0.45 -1.23
3 C 1.36 -1.81 -0.15
4 C 1.38 0.26 1.27
5 C -2.98 0.30 0.04
6 C -1.34 0.55 0.07
7 O -1.15 1.87 0.14
8 N -0.60 -0.43 -0.02
9 H -2.25 1.91 0.17
10 H 0.97 0.03 -2.16
11 H 2.45 0.44 -1.28
12 H 1.02 1.48 -1.16
13 H 1.00 -2.40 0.69
14 H 1.04 1.29 1.36
15 H 2.45 -1.84 -0.15
16 H 0.99 -2.26 -1.07
17 H 2.47 0.25 1.29
18 H 1.01 -0.30 2.13
19 H -3.13 -0.71 0.40
20 H -3.29 0.37 -1.00
21 H -3.63 0.93 0.67

Properties
Total charge: 0
Highest occupied orbital energy: -9.5 eV
Energy: -366.3603 Eh
Energy relative to the best compared isomer or geometry (same formula, charge and spin): 2.002 eV
HOMO-LUMO gap: 10.234 eV

natural (NBO) atomic charge list, values in e, 8 entries: 0.0949 -0.6185 -0.5961 -0.6175 -0.7662 0.5976 -0.6861 -0.5188

[8]
Molecular formula: C6H13NO
Method: DFT, ωB97M-V/def2-TZVPD

Cartesian coordinates (Å):
1 C -2.92 0.54 -2.05
2 N -2.19 0.49 -0.71
3 C -1.01 -0.20 -0.41
4 C -0.46 -0.27 0.82
5 C 0.82 -0.91 1.08
6 C 1.84 -0.69 0.33
7 C 3.15 -1.54 0.28
8 H -2.50 -0.22 -2.80
9 H -2.81 1.53 -2.39
10 H -4.07 0.32 -1.91
11 H -2.90 0.55 0.07
12 H -0.40 -0.49 -1.31
13 H -1.18 0.04 1.62
14 H 0.95 -1.22 2.08
15 H 1.85 0.00 -0.52
16 H 2.83 -2.56 0.45
17 H 3.73 -1.41 -0.59
18 H 3.81 -1.15 1.14
19 H 0.64 1.58 1.50
20 H 0.09 3.12 1.50
21 O 0.73 2.50 1.79

Properties
Total charge: 0
Highest occupied orbital energy: -7.5 eV
Energy: -366.3112 Eh
Energy relative to the best compared isomer or geometry (same formula, charge and spin): 3.339 eV
HOMO-LUMO gap: 8.402 eV

natural (NBO) atomic charge list, values in e, 8 entries: -0.4022 -0.6257 0.0485 -0.3736 -0.2552 -0.1590 -0.6465 0.2036

[9]
Molecular formula: C6H13NO
Method: DFT, ωB97M-V/def2-TZVPD

Cartesian coordinates (Å):
1 C 1.77 2.06 0.26
2 C 0.63 1.50 -0.15
3 N -0.50 1.27 0.61
4 C -1.70 0.75 0.02
5 C -0.42 -2.59 -1.59
6 C -0.51 -1.35 -0.70
7 C -1.50 -0.48 -0.83
8 H 1.97 2.32 1.28
9 H 2.57 2.11 -0.46
10 H 0.43 1.34 -1.21
11 H -0.34 1.16 1.60
12 H -2.38 0.55 0.84
13 H -2.22 1.53 -0.55
14 H 0.41 -2.49 -2.28
15 H -0.27 -3.44 -0.92
16 H -1.39 -2.79 -2.04
17 H 0.23 -1.26 0.07
18 H -2.24 -0.60 -1.60
19 H 1.75 -0.37 1.96
20 H 2.03 0.85 2.82
21 O 1.70 -0.06 2.87

Properties
Total charge: 0
Highest occupied orbital energy: -8.1 eV
Energy: -366.3525 Eh
Energy relative to the best compared isomer or geometry (same formula, charge and spin): 2.214 eV
HOMO-LUMO gap: 9.033 eV

natural (NBO) atomic charge list, values in e, 8 entries: -0.5517 0.0236 -0.6237 -0.2459 -0.6386 -0.1669 -0.2152 0.1783

[10]
Molecular formula: C6H13NO
Method: DFT, ωB97M-V/def2-TZVPD

Cartesian coordinates (Å):
1 C 1.41 1.92 -0.96
2 O 1.26 1.47 0.40
3 C 0.53 1.10 -1.84
4 C -0.62 1.55 -2.32
5 H 2.46 1.81 -1.26
6 H 1.18 2.98 -1.01
7 H 1.81 2.05 0.94
8 H 0.84 0.07 -2.01
9 H -1.22 0.98 -3.01
10 H -0.90 2.57 -2.10
11 C 0.43 -3.01 0.74
12 C 0.02 -1.81 1.13
13 N -1.27 -1.44 1.53
14 C -1.68 -0.10 1.13
15 H -0.20 -3.89 0.67
16 H 1.47 -3.11 0.47
17 H 0.74 -1.00 1.21
18 H -1.94 -2.16 1.30
19 H -2.68 0.09 1.52
20 H -1.01 0.63 1.60
21 H -1.64 0.08 0.05

Properties
Total charge: 0
Highest occupied orbital energy: -7.8 eV
Energy: -366.3338 Eh
Energy relative to the best compared isomer or geometry (same formula, charge and spin): 2.724 eV
HOMO-LUMO gap: 8.601 eV

natural (NBO) atomic charge list, values in e, 8 entries: -0.1032 -0.7275 -0.1984 -0.3700 0.1699 0.1641 0.4687 0.2058

Repeat the sixth record exactly.
Molecular formula: C6H13NO
Method: DFT, ωB97M-V/def2-TZVPD

Cartesian coordinates (Å):
1 C -0.20 -0.76 -0.12
2 C -1.32 0.12 0.17
3 C -1.46 -1.54 1.41
4 C 0.04 -1.44 1.22
5 C 1.40 1.47 0.37
6 C 0.49 1.28 -1.88
7 N 0.63 0.69 -0.57
8 O -0.29 -1.56 -1.24
9 H 0.59 -1.96 -1.35
10 H -2.08 0.28 -0.59
11 H -1.31 0.82 0.99
12 H 0.51 -0.79 1.96
13 H -1.95 -2.39 0.95
14 H -1.87 -1.24 2.37
15 H 0.60 -2.37 1.13
16 H 1.47 1.41 -2.36
17 H 1.50 0.97 1.34
18 H 2.42 1.63 0.01
19 H 0.95 2.45 0.57
20 H 0.01 2.27 -1.84
21 H -0.11 0.64 -2.53

Properties
Total charge: 0
Highest occupied orbital energy: -6.8 eV
Energy: -366.2311 Eh
Energy relative to the best compared isomer or geometry (same formula, charge and spin): 5.518 eV
HOMO-LUMO gap: 7.632 eV

natural (NBO) atomic charge list, values in e, 8 entries: 0.4406 -0.3114 -0.4580 -0.4889 -0.4098 -0.4130 -0.5314 -0.6895

Among the records above, which one has the highest energy relative to the best compared isomer or geometry (same formula, charge and spin)?
number 6